An isolated molecule of C3H7NO at a distorted geometry. Source: OMol25; level of theory: the ωB97M-V functional and the def2-TZVPD basis.

Properties
HOMO energy in eV: -9.25
SMILES string: C=NCCO
Energy relative to the best compared isomer or geometry (same formula, charge and spin) in kcal per mole: 61.33
Net charge: 0
M in g mol⁻¹: 73.09
Calculated total energy in a.u.: -248.4288
Orbital gap in eV: 10.10

```
12
Properties=species:S:1:pos:R:3:forces:R:3:nbo_charge:R:1
C 1.6445 -0.7127 -0.0009 1.3962 -0.2339 0.2151 -0.065
N 1.2435 0.3584 0.4619 -1.4688 2.3269 0.2745 -0.381
C -0.1247 0.6161 0.8980 -0.5395 -2.6648 0.6253 -0.271
C -1.4191 -0.2250 0.4245 -0.3925 2.9988 0.4076 -0.090
O -1.5423 -0.2688 -1.0156 1.6702 1.3415 1.6010 -0.719
H 2.7296 -0.7021 -0.1242 -0.1383 -0.7718 -0.4809 0.174
H 1.0433 -1.5815 -0.1158 -0.4740 -0.9439 -0.4630 0.145
H -0.3894 1.6249 0.8097 0.0800 1.5838 -0.5040 0.201
H 0.0111 0.4483 1.9882 -0.6839 0.1049 -0.3296 0.209
H -2.3469 0.4540 0.8287 2.0863 -1.8764 -0.5654 0.165
H -1.4136 -1.2074 0.8832 -0.2031 -0.2401 -0.0829 0.168
H -2.0993 -0.9874 -1.1824 -1.3327 -1.6250 -0.6976 0.464
```
Positions in Å, forces in eV/Å.